one.
Computed, not measured: a 7-piece molecular cluster, H12NO9 overall, with ωB97M-V with the def2-TZVPD basis set.

Bonds (Å) are listed after each position.
CARTESIAN COORDINATES (ANGSTROEM)
1 N 38.317 2.271 33.197  O2 1.276, O3 1.281, O4 1.230
2 O 38.433 1.933 31.972  N1 1.276
3 O 38.920 1.526 34.047  N1 1.281
4 O 37.860 3.380 33.469  N1 1.230
5 O 35.949 3.158 31.259  H6 0.970, H7 0.975
6 H 35.960 2.822 30.349  O5 0.970
7 H 36.842 3.471 31.496  O5 0.975
8 O 37.740 -0.436 31.902  H9 0.978, H10 0.985
9 H 37.951 0.519 31.931  O8 0.978
10 H 37.121 -0.598 31.153  O8 0.985
11 O 36.363 1.716 35.439  H12 0.967, H13 0.921
12 H 37.232 1.712 35.015  O11 0.967
13 H 35.817 1.023 35.176  O11 0.921
14 O 40.240 -0.413 34.836  H15 0.941, H16 0.959
15 H 40.398 -0.385 35.763  O14 0.941
16 H 39.478 0.109 34.579  O14 0.959
17 O 40.528 1.787 30.185  H18 0.976, H19 0.982
18 H 40.136 2.157 30.999  O17 0.976
19 H 40.021 1.597 29.366  O17 0.982
20 O 38.517 5.666 34.754  H21 0.933, H22 0.967
21 H 37.977 6.291 34.320  O20 0.933
22 H 38.178 4.849 34.363  O20 0.967

Results
- total charge = -1
- orbital gap (eV) = 10.1421
- LUMO level (eV) = 3.25
- E_HOMO (eV) = -6.89

Atom charges from the Mulliken analysis, given in e for atoms 1 to 5:
1 N 0.918
2 O -0.786
3 O -0.736
4 O -0.739
5 O -0.628

two.
Computed, not measured: a 7-piece molecular cluster, H12NO9 overall, with ωB97M-V with the def2-TZVPD basis set.

Bonds (Å) are listed after each position.
CARTESIAN COORDINATES (ANGSTROEM)
1 N -0.069 0.136 0.117  O2 1.245, O3 1.241, O4 1.248
2 O -0.360 0.859 -0.854  N1 1.245
3 O 0.922 -0.610 0.064  N1 1.241
4 O -0.755 0.170 1.158  N1 1.248
5 O 2.266 1.823 -1.920  H6 0.969, H7 0.961
6 H 1.535 1.638 -1.311  O5 0.969
7 H 2.372 2.777 -1.886  O5 0.961
8 O 2.280 -1.988 -2.173  H9 0.969, H10 0.961
9 H 2.033 -1.254 -1.591  O8 0.969
10 H 1.534 -2.589 -2.110  O8 0.961
11 O 0.824 -2.492 2.391  H12 0.960, H13 0.971
12 H 1.501 -1.948 2.800  O11 0.960
13 H 0.493 -1.930 1.672  O11 0.971
14 O -1.491 0.020 -3.331  H15 0.972, H16 0.961
15 H -1.212 0.207 -2.418  O14 0.972
16 H -0.665 0.024 -3.823  O14 0.961
17 O -3.551 0.530 1.040  H18 0.960, H19 0.978
18 H -4.032 -0.074 0.468  O17 0.960
19 H -2.613 0.271 0.946  O17 0.978
20 O 0.010 1.399 3.758  H21 0.961, H22 0.968
21 H -0.804 1.684 4.182  O20 0.961
22 H -0.220 1.347 2.819  O20 0.968

Results
- total charge = -1
- orbital gap (eV) = 10.1641
- LUMO level (eV) = 3.43
- E_HOMO (eV) = -6.74

Atom charges from the Mulliken analysis, given in e for atoms 1 to 5:
1 N 1.208
2 O -0.841
3 O -0.691
4 O -0.747
5 O -0.626

Pick two: it beats the second-best structure by 0.0550 hartree.

one.
Computed, not measured: a 20-piece molecular cluster, H39O20 overall, with ωB97M-V with the def2-TZVPD basis set.

Bonds (Å) are listed after each position.
CARTESIAN COORDINATES (ANGSTROEM)
1 O 2.512 1.197 0.761  H16 0.894
2 H 3.078 -1.587 2.350  O33 0.986
3 O 0.392 4.668 -0.949  H4 0.920, H5 0.888
4 H 0.411 4.172 -1.724  O3 0.920
5 H 0.823 5.445 -0.939  O3 0.888
6 O -1.057 2.463 -0.314  H8 0.942, H14 0.913
7 H -0.678 -4.611 0.196  O39 0.979
8 H -0.255 2.105 -0.652  O6 0.942
9 O -0.492 2.653 2.918  H10 1.008, H17 0.891
10 H -1.038 2.061 2.312  O9 1.008
11 H -0.324 -0.866 4.538  O12 0.882
12 O -0.514 -1.664 4.212  H11 0.882, H47 1.065
13 H -1.928 -0.328 -0.175  O30 1.035
14 H -0.790 3.068 0.317  O6 0.913
15 O 1.452 0.720 -3.862  H22 0.895, H35 0.986
16 H 3.305 0.811 0.619  O1 0.894
17 H 0.327 2.346 3.087  O9 0.891
18 O 0.551 -1.515 -0.209  H19 0.876, H20 0.945
19 H 0.699 -0.696 -0.480  O18 0.876
20 H 0.153 -2.065 0.450  O18 0.945
21 O -1.045 -0.932 -2.289  H38 1.130, H40 1.113
22 H 2.296 0.422 -3.886  O15 0.895
23 H 1.962 -3.146 -2.489  O51 1.024
24 O -6.112 0.525 -1.081  H25 0.997, H26 1.040
25 H -5.715 0.839 -1.940  O24 0.997
26 H -5.197 0.291 -0.648  O24 1.040
27 O -4.156 0.649 -2.985  H28 0.979, H29 0.966
28 H -3.257 0.913 -2.701  O27 0.979
29 H -4.252 -0.171 -2.484  O27 0.966
30 O -2.512 0.326 -0.727  H13 1.035, H32 0.997
31 H -0.736 -1.020 2.060  O36 1.027
32 H -2.351 1.245 -0.376  O30 0.997
33 O 3.821 -2.223 2.472  H2 0.986, H53 0.949
34 H -0.718 2.197 -2.773  O48 0.971
35 H 0.818 0.001 -3.631  O15 0.986
36 O -1.295 -1.271 1.236  H31 1.027, H37 1.023
37 H -2.143 -1.703 1.612  O36 1.023
38 H -1.007 -0.203 -1.427  O21 1.130
39 O -0.157 -3.964 0.716  H7 0.979, H41 0.914
40 H -2.063 -0.893 -2.738  O21 1.113
41 H 0.638 -3.949 0.266  O39 0.914
42 O 2.089 -0.360 2.630  H43 0.997, H44 1.120
43 H 1.207 -0.755 2.383  O42 0.997
44 H 2.103 0.447 1.853  O42 1.120
45 O 2.515 2.659 2.762  H46 0.896, H49 1.004
46 H 1.755 3.134 2.746  O45 0.896
47 H 0.303 -2.307 4.442  O12 1.065
48 O -1.314 2.144 -3.538  H34 0.971, H50 0.942
49 H 2.560 2.074 1.947  O45 1.004
50 H -1.116 1.289 -3.881  O48 0.942
51 O 1.726 -3.727 -3.299  H23 1.024, H52 0.909
52 H 0.876 -3.520 -3.546  O51 0.909
53 H 3.813 -1.836 3.338  O33 0.949
54 O 1.356 -3.617 2.981  H55 1.012, H56 0.950
55 H 2.059 -3.329 2.313  O54 1.012
56 H 1.232 -4.554 2.888  O54 0.950
57 O 1.549 2.055 -1.554  H58 0.824, H59 0.933
58 H 1.820 2.040 -2.331  O57 0.824
59 H 2.021 1.851 -0.775  O57 0.933

Results
- total charge = -1
- orbital gap (eV) = 8.8268
- LUMO level (eV) = 2.13
- E_HOMO (eV) = -6.70

Atom charges from the Mulliken analysis, given in e for atoms 1 to 5:
1 O -1.053
2 H 0.454
3 O -0.531
4 H 0.279
5 H 0.234

two.
Computed, not measured: a 20-piece molecular cluster, H39O20 overall, with ωB97M-V with the def2-TZVPD basis set.

Bonds (Å) are listed after each position.
CARTESIAN COORDINATES (ANGSTROEM)
1 O -0.019 1.773 -0.568  H13 0.975, H16 1.125
2 H 2.503 -0.685 -3.570  O33 0.977
3 O 1.118 0.760 1.853  H4 0.961, H5 0.961
4 H 1.794 1.429 1.992  O3 0.961
5 H 1.060 0.656 0.899  O3 0.961
6 O -1.500 -0.931 4.160  H8 0.964, H14 0.971
7 H -0.737 -0.846 -2.381  O39 0.972
8 H -1.949 -0.290 3.596  O6 0.964
9 O 3.989 2.063 3.174  H10 0.978, H17 0.968
10 H 3.177 1.707 3.589  O9 0.978
11 H -0.043 -3.625 0.146  O12 0.962
12 O 0.087 -4.454 0.617  H11 0.962, H47 0.962
13 H 0.668 1.749 -1.259  O1 0.975
14 H -1.016 -1.486 3.527  O6 0.971
15 O -2.841 1.179 5.002  H22 0.955, H35 0.952
16 H 0.236 0.684 -0.449  O1 1.125
17 H 4.418 1.202 3.061  O9 0.968
18 O -0.655 1.623 -4.544  H19 0.960, H20 0.969
19 H -1.562 1.926 -4.640  O18 0.960
20 H -0.670 0.693 -4.274  O18 0.969
21 O -2.754 3.333 -1.247  H38 0.969, H40 0.957
22 H -2.304 1.277 5.786  O15 0.955
23 H -3.821 2.230 -2.409  O51 0.992
24 O -2.822 -2.629 -1.459  H25 0.956, H26 0.968
25 H -2.813 -3.485 -1.884  O24 0.956
26 H -2.570 -2.606 -0.524  O24 0.968
27 O -2.198 -1.500 0.890  H28 0.963, H29 0.998
28 H -2.965 -1.048 1.257  O27 0.963
29 H -1.484 -1.566 1.583  O27 0.998
30 O 0.231 -0.722 -0.392  H32 0.965
31 H 1.139 -1.265 3.893  O36 0.965
32 H -0.660 -1.084 -0.317  O30 0.965
33 O 2.790 0.210 -3.303  H2 0.977, H53 0.977
34 H 3.717 2.731 0.863  O48 0.990
35 H -3.264 0.348 4.810  O15 0.952
36 O 1.352 -1.251 4.834  H31 0.965, H37 0.964
37 H 0.485 -1.342 5.246  O36 0.964
38 H -2.009 2.771 -0.984  O21 0.969
39 O -1.200 -1.050 -3.210  H7 0.972, H41 0.969
40 H -2.617 4.265 -1.416  O21 0.957
41 H -2.127 -1.184 -2.958  O39 0.969
42 O 2.154 -2.110 -1.634  H43 0.977, H44 0.980
43 H 1.997 -1.589 -0.823  O42 0.977
44 H 2.254 -2.878 -1.034  O42 0.980
45 O 0.076 -1.548 2.035  H46 0.956, H49 1.104
46 H 0.695 -1.029 2.545  O45 0.956
47 H 0.447 -4.246 1.485  O12 0.962
48 O 3.326 2.761 -0.047  H34 0.990, H50 0.963
49 H 0.386 -1.278 1.011  O45 1.104
50 H 3.389 1.898 -0.470  O48 0.963
51 O -3.639 1.442 -2.983  H23 0.992, H52 0.981
52 H -2.680 1.437 -2.772  O51 0.981
53 H 3.451 0.334 -4.012  O33 0.977
54 O 1.746 -2.481 -4.162  H55 0.962, H56 0.961
55 H 1.066 -2.768 -3.546  O54 0.962
56 H 2.574 -2.541 -3.678  O54 0.961
57 O -0.120 4.474 -0.210  H58 0.966, H59 0.958
58 H 0.101 3.533 -0.221  O57 0.966
59 H 0.613 5.030 -0.475  O57 0.958

Results
- total charge = -1
- orbital gap (eV) = 9.3752
- LUMO level (eV) = 2.19
- E_HOMO (eV) = -7.19

Atom charges from the Mulliken analysis, given in e for atoms 1 to 5:
1 O -0.489
2 H 0.362
3 O -0.567
4 H 0.201
5 H 0.221

Pick two: it beats the second-best structure by 0.1693 hartree.

one.
Computed, not measured: a 2-piece molecular cluster, C2F4O overall, with ωB97M-V with the def2-TZVPD basis set.

Bonds (Å) are listed after each position.
CARTESIAN COORDINATES (ANGSTROEM)
1 C -1.753 0.421 -0.219  O3 1.161, F4 1.350, F5 1.300
2 C 1.907 -0.545 -0.082  F6 1.333, F7 1.291
3 O -1.881 1.565 -0.368  C1 1.161
4 F -2.275 -0.352 0.757  C1 1.350
5 F -0.994 -0.368 -0.919  C1 1.300
6 F 2.731 0.502 -0.126  C2 1.333
7 F 2.264 -1.223 0.957  C2 1.291

Results
- orbital gap (eV) = 11.3382
- LUMO level (eV) = -0.15
- E_HOMO (eV) = -11.49

Atom charges from the Mulliken analysis, given in e for atoms 1 to 5:
1 C 0.634
2 C 0.193
3 O -0.327
4 F -0.170
5 F -0.132

two.
Computed, not measured: an isolated molecule of C2F4O, with ωB97M-V with the def2-TZVPD basis set.

Bonds (Å) are listed after each position.
CARTESIAN COORDINATES (ANGSTROEM)
1 C 1.211 0.230 -0.363  O3 1.431, F4 1.345, F5 1.324
2 C -1.122 0.069 0.149  O3 1.212, F6 1.323, F7 1.340
3 O -0.067 0.663 0.114  C1 1.431, C2 1.212
4 F 2.311 0.675 0.270  C1 1.345
5 F 1.334 -1.081 -0.226  C1 1.324
6 F -1.421 -1.205 0.344  C2 1.323
7 F -2.247 0.650 -0.288  C2 1.340

Results
- orbital gap (alpha / beta) (eV) = 9.0975 / 7.5600
- LUMO level (alpha / beta) (eV) = 0.20 / -0.57
- E_HOMO (alpha / beta) (eV) = -8.90 / -8.13

Atom charges from the Mulliken analysis, given in e for atoms 1 to 5:
1 C 0.041
2 C 0.638
3 O -0.033
4 F -0.163
5 F -0.179

Pick one: it beats the second-best structure by 0.0878 hartree.

one.
Computed, not measured: a 2-piece molecular cluster, C2H5S overall, with ωB97M-V with the def2-TZVPD basis set.

Bonds (Å) are listed after each position.
CARTESIAN COORDINATES (ANGSTROEM)
1 S 1.325 1.964 1.527  H2 1.341
2 H 1.347 2.770 0.456  S1 1.341
3 C 0.106 -1.062 -0.113  C4 1.324, H5 1.091, H6 1.084
4 C -0.986 -0.502 -0.609  C3 1.324, H7 1.083, H8 1.085
5 H 0.142 -2.138 0.065  C3 1.091
6 H 0.976 -0.489 0.188  C3 1.084
7 H -1.086 0.577 -0.603  C4 1.083
8 H -1.824 -1.120 -0.912  C4 1.085

Results
- total charge = -1
- orbital gap (eV) = 6.7839
- LUMO level (eV) = 4.35
- E_HOMO (eV) = -2.44

Atom charges from the Mulliken analysis, given in e for atoms 1 to 5:
1 S -0.895
2 H -0.062
3 C -0.394
4 C -0.452
5 H 0.189

two.
Computed, not measured: an isolated ion of composition C2H5S and charge -1, with ωB97M-V with the def2-TZVPD basis set.

Bonds (Å) are listed after each position.
CARTESIAN COORDINATES (ANGSTROEM)
1 C -0.647 0.464 0.011  C2 1.564, H4 1.094, H5 1.101, H6 1.094
2 C 0.622 -0.445 -0.094  C1 1.564, S3 1.779, H7 1.079, H8 1.105
3 S 1.310 -0.999 1.450  C2 1.779
4 H -0.999 0.473 1.047  C1 1.094
5 H -0.431 1.513 -0.243  C1 1.101
6 H -1.459 0.141 -0.646  C1 1.094
7 H 0.315 -1.250 -0.743  C2 1.079
8 H 1.289 0.105 -0.783  C2 1.105

Results
- total charge = -1
- orbital gap (eV) = 6.6161
- SMILES = CC[S-]
- LUMO level (eV) = 4.55
- E_HOMO (eV) = -2.07

Atom charges from the Mulliken analysis, given in e for atoms 1 to 5:
1 C -0.862
2 C -0.526
3 S -0.686
4 H 0.243
5 H 0.207

Pick two: it beats the second-best structure by 0.0167 hartree.

one.
Computed, not measured: an isolated molecule of C7H12N4O, with ωB97M-V with the def2-TZVPD basis set.

Bonds (Å) are listed after each position.
CARTESIAN COORDINATES (ANGSTROEM)
1 C 1.996 -0.406 0.330  N10 1.257, N11 1.595, O12 1.168
2 C -0.341 0.598 -2.215  C4 1.480, C5 1.475, N8 1.379
3 C 0.114 -0.592 2.062  C6 1.528, C7 1.513, N11 1.291
4 C 0.228 0.719 -3.576  C2 1.480, H13 1.009, H14 1.086, H15 1.070
5 C -1.805 0.639 -2.037  C2 1.475, H16 1.136, H17 1.031, H18 1.069
6 C -1.250 -0.090 2.533  C3 1.528, H19 1.125, H20 1.102, H21 0.998
7 C 1.070 -1.113 3.113  C3 1.513, H22 1.031, H23 1.054, H24 1.049
8 N 0.500 0.248 -1.181  C2 1.379, N9 1.307, N10 1.542
9 N -0.230 0.135 -0.103  N8 1.307, N11 1.289
10 N 1.961 -0.161 -0.902  C1 1.257, N8 1.542
11 N 0.491 -0.343 0.853  C1 1.595, C3 1.291, N9 1.289
12 O 2.914 -0.663 1.006  C1 1.168
13 H 0.101 1.656 -3.929  C4 1.009
14 H 1.307 0.677 -3.691  C4 1.086
15 H -0.192 0.127 -4.362  C4 1.070
16 H -2.256 1.473 -2.663  C5 1.136
17 H -2.088 -0.347 -2.143  C5 1.031
18 H -1.973 1.018 -1.052  C5 1.069
19 H -1.435 0.989 2.273  C6 1.125
20 H -1.998 -0.718 2.023  C6 1.102
21 H -1.268 -0.279 3.514  C6 0.998
22 H 1.998 -1.356 2.734  C7 1.031
23 H 1.365 -0.288 3.697  C7 1.054
24 H 0.790 -1.924 3.717  C7 1.049

Results
- orbital gap (alpha / beta) (eV) = 7.4885 / 7.4883
- LUMO level (alpha / beta) (eV) = 0.15 / 0.15
- E_HOMO (alpha / beta) (eV) = -7.33 / -7.33

Atom charges from the Mulliken analysis, given in e for atoms 1 to 5:
1 C 0.451
2 C 0.782
3 C 1.009
4 C -1.410
5 C -1.074

two.
Computed, not measured: a 2-piece molecular cluster, C7H12N4O overall, with ωB97M-V with the def2-TZVPD basis set.

Bonds (Å) are listed after each position.
CARTESIAN COORDINATES (ANGSTROEM)
1 C 0.238 -0.900 -2.863  C2 1.491, H8 1.105, H9 1.109, H10 1.105
2 C -0.637 0.014 -2.075  C1 1.491, C3 1.350, O24 1.326
3 C -1.847 0.574 -2.286  C2 1.350, H11 1.099, N20 1.372
4 C 2.368 0.176 1.350  H12 1.102, H13 1.106, H14 1.096, N22 1.433
5 C 0.038 0.676 2.225  C6 1.559, H15 1.101, H16 1.102, N22 1.447
6 C -1.313 -0.026 1.886  C5 1.559, H17 1.089, H18 1.101, N23 1.472
7 C 0.258 -1.028 0.720  H19 1.096, N22 1.363, N23 1.281
8 H 1.218 -0.429 -3.064  C1 1.105
9 H -0.246 -1.158 -3.828  C1 1.109
10 H 0.431 -1.835 -2.307  C1 1.105
11 H -2.534 0.501 -3.141  C3 1.099
12 H 2.584 1.198 0.999  C4 1.102
13 H 2.852 0.050 2.337  C4 1.106
14 H 2.847 -0.520 0.652  C4 1.096
15 H 0.041 1.745 1.965  C5 1.101
16 H 0.296 0.596 3.293  C5 1.102
17 H -1.770 -0.472 2.769  C6 1.089
18 H -2.045 0.667 1.444  C6 1.101
19 H 0.789 -1.703 0.040  C7 1.096
20 N -2.126 1.341 -1.183  C3 1.372, N21 1.251
21 N -1.190 1.274 -0.356  N20 1.251, O24 1.406
22 N 0.958 -0.076 1.400  C4 1.433, C5 1.447, C7 1.363
23 N -1.007 -1.088 0.915  C6 1.472, C7 1.281
24 O -0.204 0.424 -0.890  C2 1.326, N21 1.406

Results
- orbital gap (eV) = 8.4847
- SMILES = CN1C=NCC1.Cc1cnno1
- LUMO level (eV) = 0.75
- E_HOMO (eV) = -7.74

Atom charges from the Mulliken analysis, given in e for atoms 1 to 5:
1 C -1.091
2 C 0.790
3 C -0.480
4 C -0.940
5 C -0.579

Pick two: it beats the second-best structure by 0.0811 hartree.